Entry from OMol25: 2 unconnected molecules or ions with the total composition C3H7BrN in a non-equilibrium geometry (wB97M-V/def2-TZVPD).

Each line ends with the Löwdin charge.
CARTESIAN COORDINATES (ANGSTROEM)
1 C -0.408 2.451 0.159  0.0391
2 C -1.299 -0.325 0.475  -0.5743
3 C 0.905 2.337 -0.083  -0.0999
4 N -0.724 -1.045 -0.715  0.1061
5 Br -3.124 0.109 0.223  0.7433
6 H -0.953 3.372 0.411  0.0545
7 H -1.252 -0.852 1.502  0.0926
8 H 1.554 1.510 -0.152  0.0088
9 H 1.479 3.371 -0.299  0.1213
10 H 0.262 -0.831 -0.729  0.1434
11 H -1.324 -1.198 -1.557  0.1755
12 H -0.648 -1.972 -0.175  0.1895

* E_LUMO (alpha / beta): -4.2436 / -5.6304 eV
* Kohn-Sham gap (alpha / beta): 9.6 / 7.3 eV
* net charge: +1
* multiplicity: 1



Entry from OMol25: a single C2HNO4 molecule in a non-equilibrium geometry (wB97M-V/def2-TZVPD).

Each line ends with the Löwdin charge.
CARTESIAN COORDINATES (ANGSTROEM)
1 O -0.734 -0.462 -1.824  0.1384
2 C -0.097 -0.143 -0.887  -0.1701
3 C 1.260 -0.657 -0.400  -0.2039
4 O 1.542 -1.715 0.009  0.2247
5 N 2.395 0.417 -0.074  -0.3548
6 O 2.054 1.565 0.105  0.0855
7 O 3.487 -0.022 -0.035  0.1384
8 H -0.454 0.769 -0.338  0.1417

* E_LUMO: -1.5724 eV
* Kohn-Sham gap: 9.2 eV
* net charge: 0
* multiplicity: 1



Entry from OMol25: a molecular structure, C21H19FeNO6 in a non-equilibrium geometry (wB97M-V/def2-TZVPD).

Each line ends with the Löwdin charge.
CARTESIAN COORDINATES (ANGSTROEM)
1 C 3.648 1.390 3.229  -0.0425
2 O 3.734 0.265 2.321  -0.1394
3 C 2.680 -0.220 1.546  -0.3857
4 C 1.461 -0.786 1.993  -0.1205
5 C 0.204 -0.302 1.309  -0.1186
6 C 0.138 -0.105 -0.251  -0.2147
7 C 1.604 -0.299 -0.718  -0.0220
8 C 2.757 -0.262 0.087  -0.0974
9 Fe 3.005 -2.250 1.189  0.2498
10 C 1.975 -3.507 1.753  -0.1819
11 O 1.457 -4.503 2.036  0.1335
12 C 4.407 -2.639 2.157  -0.1039
13 O 5.231 -3.278 2.679  0.1376
14 C 3.430 -3.108 -0.247  -0.1737
15 O 3.671 -3.886 -1.075  0.1249
16 H 4.573 1.355 3.822  0.0924
17 H 3.645 2.327 2.648  0.0912
18 H 2.776 1.326 3.902  0.0913
19 H 1.343 -1.032 3.053  0.1288
20 H -0.565 -1.062 1.456  0.1184
21 H -0.142 0.576 1.809  0.1063
22 H -0.164 -1.145 -0.561  0.1431
23 H 1.712 -0.589 -1.764  0.1078
24 H 3.763 -0.128 -0.352  0.1306
25 C -0.484 5.299 -1.292  -0.0726
26 C -1.385 4.234 -0.714  -0.2189
27 O -0.871 2.957 -1.180  0.0040
28 C -1.527 1.941 -0.582  -0.4873
29 C -0.941 0.606 -1.052  -0.0851
30 C -2.234 -0.355 -1.432  -0.1051
31 C -3.406 -0.395 -0.649  -0.0139
32 C -4.346 -1.432 -0.772  -0.0103
33 C -4.196 -2.398 -1.774  -0.2504
34 C -5.090 -3.499 -1.870  -0.1773
35 N -5.843 -4.411 -1.934  0.1493
36 C -3.134 -2.275 -2.686  -0.0224
37 C -2.201 -1.242 -2.541  -0.0291
38 O -2.419 2.094 0.157  0.1334
39 H -0.840 6.262 -0.927  0.0775
40 H 0.546 5.163 -0.951  0.0811
41 H -0.516 5.302 -2.386  0.0817
42 H -1.346 4.206 0.390  0.1300
43 H -2.434 4.355 -1.050  0.1356
44 H -0.525 0.752 -2.088  0.1536
45 H -3.592 0.373 0.112  0.1082
46 H -5.170 -1.523 -0.054  0.1255
47 H -3.000 -3.014 -3.480  0.1224
48 H -1.389 -1.140 -3.265  0.1146

* E_LUMO (alpha / beta): 0.1357 / -2.3327 eV
* Kohn-Sham gap (alpha / beta): 5.9 / 6.7 eV
* net charge: 0
* multiplicity: 5



Entry from OMol25: 2 unconnected molecules or ions with the total composition C4H8N2O (wB97M-V/def2-TZVPD).

Each line ends with the Löwdin charge.
CARTESIAN COORDINATES (ANGSTROEM)
1 H -0.548 1.633 -1.923  0.0766
2 N -0.063 1.334 -1.079  0.1026
3 C 0.530 0.224 -1.208  -0.2815
4 C 1.212 -0.394 -0.018  -0.1789
5 C 0.409 -0.350 1.324  -0.2091
6 N -0.949 0.124 1.278  0.0595
7 C -1.492 1.128 0.859  -0.3766
8 O -2.216 2.009 0.582  0.1305
9 H 0.575 -0.328 -2.156  0.1072
10 H 2.149 0.154 0.128  0.1121
11 H 1.488 -1.428 -0.250  0.0982
12 H 0.955 0.256 2.054  0.1120
13 H 0.367 -1.366 1.728  0.1056
14 H -1.081 -1.657 -0.972  0.0755
15 H -1.336 -1.341 -0.348  0.0662

* E_LUMO: 1.0084 eV
* Kohn-Sham gap: 10.9 eV
* net charge: 0
* multiplicity: 1



Entry from OMol25: a gas-phase ion, C6H7N2 (charge +1) in a non-equilibrium geometry (wB97M-V/def2-TZVPD).

Each line ends with the Löwdin charge.
CARTESIAN COORDINATES (ANGSTROEM)
1 C 1.303 2.442 1.295  -0.0380
2 C 1.018 1.131 0.676  -0.0792
3 N -0.015 0.584 0.199  0.1431
4 C -0.972 0.296 -0.464  0.0298
5 C -1.902 -0.458 -0.983  -0.0256
6 C -1.614 -1.823 -1.186  -0.0796
7 C -0.446 -2.391 -0.755  -0.0748
8 N 0.715 -2.729 -0.765  0.2641
9 H 0.747 3.286 0.821  0.1088
10 H 2.371 2.719 1.498  0.1148
11 H 0.804 2.528 2.241  0.0871
12 H 1.767 0.249 0.935  0.1856
13 H -2.771 -0.177 -1.463  0.1148
14 H -2.323 -2.416 -1.863  0.1590
15 H 1.316 -3.243 -0.184  0.0901

* E_LUMO (alpha / beta): -5.1646 / -5.1658 eV
* Kohn-Sham gap (alpha / beta): 7.3 / 7.3 eV
* net charge: +1
* multiplicity: 1



Entry from OMol25: a single C4H4O2 molecule in a non-equilibrium geometry (wB97M-V/def2-TZVPD).

Each line ends with the Löwdin charge.
CARTESIAN COORDINATES (ANGSTROEM)
1 O -0.437 1.354 2.027  0.0766
2 C -0.534 0.720 1.015  -0.3304
3 C 0.230 0.902 -0.317  0.0136
4 C -0.113 -0.166 -1.055  -0.0535
5 C 0.358 -1.225 -0.124  -0.2293
6 O 0.301 -1.205 1.096  0.0241
7 H -1.426 0.120 0.719  0.1302
8 H 0.847 1.743 -0.616  0.1259
9 H -0.245 -0.299 -2.122  0.1094
10 H 1.019 -1.942 -0.623  0.1335

* E_LUMO: -0.7563 eV
* Kohn-Sham gap: 9.0 eV
* net charge: 0
* multiplicity: 1



Entry from OMol25: a gas-phase ion, CH5N2 (charge +1) in a non-equilibrium geometry (wB97M-V/def2-TZVPD).

Each line ends with the Löwdin charge.
CARTESIAN COORDINATES (ANGSTROEM)
1 N 0.106 -0.889 -0.832  0.2060
2 C -0.159 -0.310 0.283  -0.0299
3 N 0.306 1.125 0.573  0.1569
4 H -0.201 -1.831 -0.684  0.1399
5 H 0.443 -0.372 -1.710  0.2127
6 H -0.583 -0.961 1.019  0.1472
7 H 0.051 1.413 1.460  0.0594
8 H 0.037 1.825 -0.108  0.1079

* E_LUMO: -5.1414 eV
* Kohn-Sham gap: 11.4 eV
* net charge: +1
* multiplicity: 1



Entry from OMol25: a single C5H13NO molecule in a non-equilibrium geometry (wB97M-V/def2-TZVPD).

Each line ends with the Löwdin charge.
CARTESIAN COORDINATES (ANGSTROEM)
1 C 2.161 0.514 0.160  -0.0792
2 C 0.904 0.949 -0.549  -0.4544
3 N 0.827 2.396 -0.798  0.0289
4 C -0.342 0.497 0.302  -0.1758
5 C -0.922 -0.805 -0.213  -0.2072
6 C -2.014 -1.429 0.666  -0.2692
7 O -2.254 -2.785 0.318  -0.0677
8 H 2.159 0.705 1.234  0.0779
9 H 2.324 -0.556 0.009  0.0783
10 H 3.091 0.946 -0.229  0.0734
11 H 0.768 0.353 -1.448  0.1195
12 H 0.548 2.523 -1.767  0.0702
13 H 1.775 2.765 -0.800  0.0597
14 H -1.044 1.323 0.212  0.1067
15 H -0.026 0.373 1.340  0.1037
16 H -1.356 -0.683 -1.203  0.1138
17 H -0.136 -1.546 -0.364  0.1125
18 H -2.945 -0.909 0.492  0.1125
19 H -1.722 -1.263 1.705  0.1144
20 H -1.795 -3.367 0.931  0.0819

* E_LUMO: 0.9601 eV
* Kohn-Sham gap: 10.4 eV
* net charge: 0
* multiplicity: 1



Entry from OMol25: 2 unconnected molecules or ions with the total composition C4H8FNO in a non-equilibrium geometry (wB97M-V/def2-TZVPD).

Each line ends with the Löwdin charge.
CARTESIAN COORDINATES (ANGSTROEM)
1 C 1.315 0.289 -0.535  -0.1072
2 C 0.065 -0.607 -0.707  -0.1031
3 C 0.810 1.026 0.757  -0.1321
4 C -1.051 0.427 -0.368  -0.3438
5 N -2.264 -0.689 0.893  0.0273
6 O -0.462 1.472 0.293  -0.0107
7 F -1.871 0.899 -1.352  0.0670
8 H 2.135 -0.389 -0.261  0.1099
9 H 1.550 0.871 -1.471  0.1380
10 H 0.040 -0.999 -1.639  0.0740
11 H -0.156 -1.400 0.043  0.1197
12 H 0.836 0.453 1.593  0.1006
13 H 1.295 1.902 0.885  0.0910
14 H -2.814 0.009 1.381  -0.0169
15 H -2.868 -1.094 0.181  -0.0136

* E_LUMO: 1.0101 eV
* Kohn-Sham gap: 10.1 eV
* net charge: 0
* multiplicity: 1